[1]
11
Properties=species:S:1:pos:R:3 method="wB97M-V/def2-TZVPD" max_force_ha_per_bohr=0.05420 homo_lumo_gap_ev=10.29 de_lowest_kj_mol=241.0
H 1.1240 2.2622 0.4226
N 0.8729 1.5542 -0.2652
C 1.1999 0.3696 0.0355
C 0.8531 -0.7862 -0.8402
N -0.3430 -1.1559 -0.7919
C -1.2915 -0.3316 -0.0265
N -1.5825 -0.5313 1.1831
H -2.4978 -0.1701 1.4451
H 1.9642 0.0748 0.7776
H 1.6337 -1.4620 -1.1759
H -1.9329 0.1763 -0.7641



[2]
11
Properties=species:S:1:pos:R:3 method="wB97M-V/def2-TZVPD" max_force_ha_per_bohr=0.08283 homo_lumo_gap_ev=10.14 de_lowest_kj_mol=258.7 smiles=Cc1cn[nH]n1
C 1.0620 -0.0179 1.3202
C 0.0071 -0.2615 0.2829
C -0.0504 -0.9347 -0.9335
N -0.6623 -0.0746 -1.7617
N -1.2847 0.8067 -1.0245
N -1.0328 0.8164 0.2534
H 0.5379 0.0040 2.2714
H 1.9538 -0.6626 1.3572
H 1.4150 1.0008 1.0954
H 0.0584 -1.9716 -1.3097
H -2.0041 1.2952 -1.5511



[3]
11
Properties=species:S:1:pos:R:3 method="wB97M-V/def2-TZVPD" max_force_ha_per_bohr=0.00732 homo_lumo_gap_ev="8.03 / 8.03" de_lowest_kj_mol=445.7
N -1.9224 -0.9481 0.4264
C -0.6651 -0.4553 0.2559
C 0.5666 -1.1106 0.6014
N 1.6254 1.0982 -1.3581
C 0.9034 1.1681 -0.3148
N -0.4207 0.6915 -0.2785
H -2.6578 -0.2566 0.3656
H -2.0555 -1.6624 1.1255
H 0.8892 -1.7488 -0.2393
H 2.5136 1.5664 -1.1779
H 1.2042 1.6702 0.6153



[4]
11
Properties=species:S:1:pos:R:3 method="wB97M-V/def2-TZVPD" max_force_ha_per_bohr=0.01889 homo_lumo_gap_ev=11.04 de_lowest_kj_mol=184.8 smiles=Cn1nccn1
C 1.1173 0.8270 0.8435
N 0.3639 -0.4277 0.6906
N 0.6556 -0.9178 -0.5434
C -0.4636 -0.8983 -1.1997
C -1.4858 -0.3696 -0.3493
N -0.9587 -0.0866 0.8083
H 1.1117 1.0676 1.9021
H 0.5570 1.4814 0.1716
H 2.1370 0.7626 0.4642
H -0.4998 -1.2283 -2.2219
H -2.5346 -0.2102 -0.5660



[5]
11
Properties=species:S:1:pos:R:3 method="wB97M-V/def2-TZVPD" max_force_ha_per_bohr=0.00443 homo_lumo_gap_ev=10.52 de_lowest_kj_mol=77.4 smiles=Cn1cnnc1
C -1.4299 -0.1553 -0.1529
N -0.0034 0.0199 0.0372
C 0.7482 1.1402 -0.1555
N 2.0160 0.8870 0.0233
N 2.1249 -0.4424 0.3404
C 0.9178 -0.9375 0.3402
H -1.6424 -0.5740 -1.1412
H -1.9290 0.8117 -0.0593
H -1.8256 -0.8262 0.6135
H 0.3258 2.1026 -0.4147
H 0.6556 -1.9641 0.5582



[6]
11
Properties=species:S:1:pos:R:3 method="wB97M-V/def2-TZVPD" max_force_ha_per_bohr=0.02294 homo_lumo_gap_ev=9.72 de_lowest_kj_mol=107.1 smiles=Nc1ccn[nH]1
N -1.8584 0.0523 0.0526
C -0.4626 0.0212 0.0601
C 0.5097 -0.9246 0.1122
C 1.7046 -0.1750 -0.1128
N 1.5003 1.1184 -0.1766
N 0.1300 1.2526 -0.0777
H -2.2556 -0.8337 0.3268
H -2.1414 0.2658 -0.9001
H 0.3875 -1.9810 0.2853
H 2.6905 -0.5924 -0.2788
H -0.2047 1.7964 0.7090